Record 1
DFT (ωB97M-V/def2-TZVPD) results for a cluster of 5 separate species, CH13NO4 in total in a non-equilibrium geometry.

Cartesian coordinates (Å):
C (0.25668, 0.68538, 2.32091)
N (1.19473, -0.46212, 2.28081)
H (0.70123, 1.35120, 1.56357)
H (0.31541, 1.11268, 3.31196)
H (-0.67432, 0.22493, 1.98863)
H (1.56120, -0.68374, 1.34789)
H (1.95475, -0.29058, 2.94659)
H (-3.47136, -0.44144, 0.51827)
H (-2.55426, -0.11727, -0.56643)
O (-3.37484, 0.21228, -0.17119)
H (0.14202, 1.30800, -2.40136)
H (-0.68800, 1.88049, -1.31773)
O (-0.19995, 1.09186, -1.52760)
H (-1.33206, -2.47858, -1.64912)
H (-0.87930, -3.23284, -0.48234)
O (-0.56658, -2.53932, -1.06298)
H (2.16846, 1.52501, -0.87445)
H (3.43485, 0.60817, -0.83870)
O (2.83647, 1.09160, -1.41056)

Cartesian forces, eV/Å:
0.9 -2.2 0.0
1.1 3.1 -0.3
-0.5 0.1 -0.2
-0.6 0.1 0.1
-0.5 0.9 -0.1
-0.6 -0.9 0.0
0.0 -1.1 0.3
-0.7 -0.2 0.5
-0.1 0.4 -0.5
0.9 -0.2 -0.1
0.2 -0.4 -0.2
-0.6 0.5 0.3
0.3 -0.1 0.1
0.3 0.3 -0.3
0.2 -0.4 0.4
-0.5 0.1 0.1
0.0 0.0 0.1
0.1 0.1 0.1
0.0 -0.1 -0.2

The charge is +1. As for the spin multiplicity: 2. As for the largest force on an atom: 3.32 eV/A. The orbital gap (spin up / spin down) comes out at 10.4 / 5.2 eV. The HOMO energy (spin up / spin down) is -14.5 / -14.5 eV. The value obtained for the relative energy (zero: lowest compared OMol25 entry of this formula, charge and spin) is 0.552 eV.

***

Record 2
DFT (ωB97M-V/def2-TZVPD) results for a structure of composition C21H34AsFeIN5O5.

Cartesian coordinates (Å):
Fe (-0.10988, 0.30793, -0.17007)
O (1.88439, 1.43696, 3.14396)
C (1.12681, 1.22685, 2.21784)
O (1.23062, 0.26530, 1.35235)
C (-0.07922, 2.19490, 1.91358)
O (-0.18488, 3.27639, 2.46247)
O (-0.90378, 1.71964, 1.03124)
I (1.69009, -4.86970, 2.12183)
C (-0.10986, -3.81846, 2.25994)
C (-0.92009, -3.99135, 3.38246)
C (-2.11001, -3.25304, 3.35190)
C (-2.44843, -2.41557, 2.33409)
N (-1.57719, -2.20522, 1.23924)
C (-0.40298, -2.99356, 1.21918)
H (-0.65554, -4.64336, 4.19796)
H (-2.81996, -3.33386, 4.16642)
H (-3.36420, -1.85272, 2.32814)
H (0.22940, -2.85385, 0.36540)
C (-3.16218, -0.67520, 0.17542)
H (-3.12041, 0.06992, -0.61610)
H (-3.40460, -0.15472, 1.10403)
H (-3.97927, -1.37386, -0.05030)
C (2.33290, -1.33556, -0.98130)
N (1.71891, -0.06041, -1.43949)
C (1.44386, -0.18982, -2.88151)
N (2.65004, -0.47661, -3.65413)
C (3.23483, -1.72059, -3.14043)
N (3.55734, -1.63628, -1.71906)
C (4.49442, -0.52981, -1.52146)
N (3.94646, 0.74578, -1.99473)
C (2.72084, 1.01102, -1.24748)
C (3.60914, 0.60534, -3.40969)
H (1.60634, -2.13328, -1.14444)
H (2.53550, -1.24139, 0.08498)
H (1.00810, 0.74683, -3.23602)
H (0.71384, -0.99046, -3.01891)
H (4.14694, -1.93786, -3.70188)
H (2.52369, -2.53459, -3.29644)
H (5.41700, -0.74303, -2.06728)
H (4.72065, -0.44326, -0.45792)
H (2.27931, 1.95090, -1.58574)
H (2.93658, 1.07777, -0.18106)
H (4.52241, 0.40101, -3.97390)
H (3.17939, 1.54498, -3.76741)
C (-2.25219, 0.34351, -3.68034)
C (-2.59802, 1.66542, -3.00619)
As (-1.09965, 2.35006, -1.92502)
C (-2.00756, 3.74109, -0.89141)
C (-2.82763, 4.74478, -1.68599)
C (-0.25294, 3.46027, -3.32651)
C (0.77061, 4.44166, -2.77253)
H (-3.11123, -0.05984, -4.22148)
H (-1.93357, -0.40135, -2.94725)
H (-1.44379, 0.47090, -4.40505)
H (-3.45277, 1.55309, -2.33500)
H (-2.87132, 2.42560, -3.74295)
H (-1.23879, 4.22519, -0.28650)
H (-2.60377, 3.18914, -0.16465)
H (-2.21208, 5.32141, -2.37984)
H (-3.30986, 5.45987, -1.01564)
H (-3.61598, 4.26120, -2.26752)
H (-1.04861, 3.99091, -3.85495)
H (0.20360, 2.77892, -4.04936)
H (0.32679, 5.09205, -2.01677)
H (1.17825, 5.07927, -3.55989)
H (1.61026, 3.93128, -2.29862)
O (-1.00388, -1.31175, -0.78519)
C (-1.84428, -1.37219, 0.24108)

Cartesian forces, eV/Å:
0.5 0.4 0.2
-0.1 0.0 0.0
0.2 0.1 -0.1
0.0 0.1 0.0
-0.1 0.0 0.2
0.1 -0.1 0.0
0.0 0.0 -0.1
0.0 0.0 0.0
-0.1 0.1 0.1
0.0 0.0 0.0
0.0 0.0 0.0
0.0 0.0 0.0
-0.2 0.0 -0.1
0.1 0.0 0.0
0.0 0.0 0.0
0.0 0.0 0.0
0.0 0.0 0.0
0.0 0.0 0.0
-0.1 0.1 0.1
0.0 0.0 0.0
0.0 0.0 0.0
0.0 0.0 0.1
-0.1 0.0 0.0
0.1 -0.2 -0.1
-0.1 0.0 0.0
0.0 0.0 0.0
0.0 0.0 0.0
0.0 0.0 0.0
0.0 0.0 0.0
0.0 0.0 0.0
-0.1 0.0 0.1
0.0 0.0 0.0
0.0 0.0 0.0
0.0 0.0 0.0
0.0 0.0 0.0
0.0 0.0 0.0
0.0 0.0 0.0
0.0 0.0 0.0
0.0 0.0 0.0
0.0 0.0 0.0
0.0 0.0 0.0
0.0 0.0 0.0
0.0 0.0 0.0
0.0 0.0 0.0
0.0 -0.1 0.0
0.0 0.2 0.0
0.0 -0.1 0.0
0.1 0.0 0.0
0.0 0.0 0.0
-0.1 -0.1 0.0
0.0 0.0 0.0
0.0 0.0 0.0
0.0 0.0 0.0
0.0 0.0 0.0
0.0 0.0 0.0
0.0 0.0 0.0
0.0 0.0 0.0
0.0 0.0 0.0
0.0 0.0 0.0
0.0 0.0 0.0
0.0 0.0 0.0
0.0 0.0 0.0
0.0 0.0 0.0
0.0 0.0 0.0
0.0 0.0 0.0
0.0 0.0 0.0
-0.2 0.0 0.1
0.0 -0.3 -0.2

The charge is -1. As for the spin multiplicity: 5. As for the largest force on an atom: 0.66 eV/A. The orbital gap (spin up / spin down) comes out at 5.5 / 5.6 eV. The HOMO energy (spin up / spin down) is -3.1 / -3.2 eV. The value obtained for the relative energy (zero: lowest compared OMol25 entry of this formula, charge and spin) is 0.000 eV.

***

Record 3
DFT (ωB97M-V/def2-TZVPD) results for the molecule C4H10S2 in a non-equilibrium geometry.

Cartesian coordinates (Å):
C (-2.18160, -0.26316, 0.83721)
C (-0.35131, 0.21313, -1.11208)
C (0.76131, -0.06070, -0.06561)
C (1.91144, 0.88911, -0.10102)
H (-2.89435, -1.03715, 1.19836)
H (-1.28191, -0.31336, 1.49413)
H (-2.58043, 0.74358, 0.72709)
H (0.12684, 0.12519, -2.13214)
H (-0.49770, 1.27691, -1.04739)
H (0.32478, -0.08305, 0.91521)
H (2.26350, 1.32216, -1.08844)
H (2.85124, 0.44865, 0.36288)
H (1.57811, 1.83717, 0.41650)
H (0.52791, -2.43079, 0.72401)
S (-1.81042, -0.77579, -0.85739)
S (1.25260, -1.89190, -0.27132)

Cartesian forces, eV/Å:
0.2 -0.8 0.0
2.2 0.4 -0.3
-0.6 -2.3 -1.1
1.8 1.7 0.0
0.2 0.9 -0.1
-0.9 0.2 -0.5
-0.2 -0.1 0.8
-0.9 -0.5 0.9
-0.8 0.7 0.1
0.1 0.3 0.3
-0.7 -1.1 0.6
-1.3 0.7 -0.2
0.6 -1.0 -0.1
0.0 0.3 -0.1
0.0 -0.2 -0.3
0.5 0.7 0.1

Its SMILES is CSC[C@H](C)S. As for the spin multiplicity: 1. As for the largest force on an atom: 2.63 eV/A. The orbital gap comes out at 9.2 eV. The HOMO energy is -8.5 eV. The value obtained for the relative energy (zero: lowest compared OMol25 entry of this formula, charge and spin) is 1.062 eV.

***

Record 4
DFT (ωB97M-V/def2-TZVPD) results for the molecule C28H26ClN3O4.

Cartesian coordinates (Å):
O (6.24415, 0.91103, -1.25993)
C (5.04787, 0.84134, -1.44822)
N (4.37137, -0.33117, -1.49640)
H (3.36256, -0.28955, -1.51846)
C (4.94851, -1.53302, -0.94957)
H (6.03199, -1.42656, -1.03029)
H (4.61820, -2.39926, -1.52760)
C (4.54464, -1.70976, 0.53309)
C (5.41253, -2.76775, 1.22389)
H (4.87786, -3.17578, 2.08145)
C (6.62861, -1.95234, 1.68269)
H (7.46605, -2.07783, 0.99823)
C (6.12664, -0.49481, 1.65818)
H (6.16568, -0.01547, 2.63894)
H (6.69737, 0.11061, 0.94412)
O (4.76170, -0.52877, 1.26976)
H (6.95539, -2.24610, 2.67813)
H (5.67748, -3.58219, 0.55351)
H (3.47119, -1.91898, 0.59216)
C (4.19713, 2.07483, -1.74665)
C (2.77851, 1.95133, -1.27687)
C (1.71277, 2.13530, -2.14850)
C (0.40840, 1.98213, -1.71358)
C (0.16681, 1.64113, -0.39415)
C (1.21709, 1.46676, 0.49336)
C (2.51608, 1.62237, 0.05134)
H (3.33741, 1.46163, 0.73389)
H (1.01605, 1.19932, 1.51919)
N (-1.18228, 1.45631, 0.05662)
C (-1.54943, 0.15497, 0.32749)
O (-0.76806, -0.76359, 0.20253)
N (-2.84959, -0.04437, 0.74701)
C (-3.73885, 0.99371, 0.93807)
C (-5.02800, 0.78658, 1.43637)
C (-5.88779, 1.85184, 1.60743)
C (-5.49721, 3.14756, 1.29221)
C (-4.22706, 3.36730, 0.80928)
C (-3.34397, 2.30296, 0.63252)
C (-1.99866, 2.57735, 0.12705)
O (-1.59138, 3.67222, -0.19106)
H (-3.87587, 4.35590, 0.55593)
H (-6.18156, 3.97012, 1.42803)
H (-6.87928, 1.66853, 1.99391)
H (-5.36513, -0.20357, 1.69031)
C (-3.26959, -1.42804, 0.88564)
C (-4.42030, -1.81661, -0.00649)
C (-5.44020, -2.60952, 0.51177)
C (-6.51082, -3.01218, -0.26351)
C (-6.58654, -2.61763, -1.58830)
C (-5.58222, -1.83792, -2.12961)
C (-4.50492, -1.44919, -1.34715)
Cl (-3.26140, -0.50608, -2.10378)
H (-5.62138, -1.53057, -3.16269)
H (-7.42128, -2.91900, -2.20179)
H (-7.28499, -3.62862, 0.16663)
H (-5.38549, -2.91766, 1.54640)
H (-3.52448, -1.63253, 1.93048)
H (-2.38701, -2.02553, 0.62563)
H (-0.41824, 2.12347, -2.39292)
H (1.90113, 2.39535, -3.18010)
H (4.68993, 2.92038, -1.26076)
H (4.23187, 2.24963, -2.82489)

Cartesian forces, eV/Å:
0.4 0.1 0.1
-0.4 0.2 -0.3
-0.2 -0.3 -0.1
0.1 0.1 0.0
0.0 0.0 0.4
0.0 -0.1 0.0
0.1 0.0 0.0
0.0 -0.4 -0.4
-0.2 0.2 0.0
0.0 0.0 0.0
0.0 0.1 0.0
0.0 0.0 0.0
0.5 0.2 0.2
0.0 0.0 -0.1
-0.1 -0.1 0.1
-0.2 0.1 0.0
0.1 0.0 0.0
0.0 -0.1 0.0
0.1 0.0 0.0
0.2 0.0 0.1
-0.2 0.1 -0.1
0.1 0.0 0.1
-0.1 -0.1 0.2
0.3 0.1 -0.2
-0.1 0.1 -0.1
-0.1 0.1 0.0
0.1 -0.1 0.1
0.0 0.0 0.1
0.4 0.1 -0.2
-0.1 -0.4 0.2
0.1 0.0 0.0
0.2 -0.2 0.2
-0.1 0.7 0.0
0.0 -0.1 0.0
0.1 0.0 0.0
-0.1 0.1 0.0
0.1 -0.2 0.0
-0.4 0.0 0.1
-0.1 0.2 0.0
-0.1 -0.1 0.0
0.0 0.1 0.0
-0.1 0.1 0.0
-0.1 0.0 0.0
0.0 -0.1 0.0
0.2 -0.3 0.0
0.0 0.0 -0.1
0.1 0.0 -0.1
0.0 0.0 0.0
0.0 0.0 0.0
0.0 0.0 0.0
-0.2 -0.1 0.1
0.0 0.0 -0.3
0.0 0.0 -0.1
-0.1 0.0 -0.1
-0.1 -0.1 0.0
0.0 0.0 0.1
0.0 0.0 -0.1
-0.2 0.1 0.2
-0.1 0.0 0.0
0.0 0.0 -0.1
0.0 -0.1 -0.1
0.0 0.0 0.0

Its SMILES is O=C(Cc1ccc(-n2c(=O)c3ccccc3n(Cc3ccccc3Cl)c2=O)cc1)NC[C@H]1CCCO1. As for the spin multiplicity: 1. As for the largest force on an atom: 0.67 eV/A. The orbital gap comes out at 9.2 eV. The HOMO energy is -8.8 eV. The value obtained for the relative energy (zero: lowest compared OMol25 entry of this formula, charge and spin) is 0.000 eV.